Entry 1:
C30H43AsNO5S5V | ωB97M-V/def2-TZVPD

CARTESIAN COORDINATES (ANGSTROEM)
V 0.77 -1.03 -0.40
C 5.07 1.06 0.19
O 4.16 1.19 1.25
C 3.60 2.47 1.32
C 2.49 2.45 2.36
O 1.45 1.53 2.08
C 0.36 2.05 1.35
C 0.67 2.47 -0.07
O 1.30 1.43 -0.79
C 1.64 1.86 -2.10
H 5.90 1.77 0.29
H 4.58 1.23 -0.78
H 5.44 0.04 0.22
H 3.23 2.79 0.34
H 4.35 3.21 1.65
H 2.07 3.47 2.46
H 2.92 2.16 3.31
H -0.05 2.93 1.87
H -0.39 1.26 1.34
H 1.32 3.36 -0.07
H -0.27 2.74 -0.56
H 2.39 2.66 -2.05
H 0.75 2.23 -2.63
H 2.04 0.99 -2.61
S 3.08 -1.81 0.51
S 2.82 -3.84 0.72
S 1.48 -4.39 -0.74
S -0.22 -3.28 -0.35
C -4.59 -0.28 5.09
C -3.23 -0.70 4.60
C -2.23 0.24 4.35
C -0.98 -0.16 3.89
C -0.71 -1.51 3.70
C -1.71 -2.45 3.93
C -2.95 -2.04 4.37
S 0.87 -2.14 3.10
C 1.91 -1.15 4.19
O 0.94 -3.53 3.63
H -4.63 0.80 5.27
H -4.85 -0.78 6.03
H -5.37 -0.53 4.36
H -2.43 1.29 4.52
H -0.22 0.59 3.69
H -1.47 -3.49 3.76
H -3.73 -2.78 4.54
H 1.61 -1.33 5.22
H 1.84 -0.10 3.92
H 2.93 -1.50 4.00
C 2.81 -1.19 -4.80
As 2.39 -2.24 -3.24
C 4.06 -3.10 -2.86
C 1.04 -3.46 -3.85
O 1.90 -1.13 -2.11
H 3.17 -1.83 -5.61
H 3.58 -0.46 -4.54
H 1.92 -0.65 -5.12
H 4.34 -3.68 -3.73
H 3.97 -3.72 -1.97
H 4.79 -2.31 -2.67
H 0.72 -3.18 -4.85
H 0.21 -3.41 -3.15
H 1.44 -4.47 -3.84
N -1.04 -0.22 -0.34
C -1.95 0.35 -1.00
C -3.23 0.83 -0.36
C -4.40 1.05 -1.09
C -5.56 1.46 -0.45
C -5.58 1.67 0.92
C -4.42 1.44 1.65
C -3.26 1.01 1.02
C -1.80 0.57 -2.49
C -2.08 1.80 -3.09
C -1.82 2.01 -4.44
C -1.31 0.98 -5.21
C -1.04 -0.25 -4.63
C -1.28 -0.45 -3.28
H -4.41 0.89 -2.16
H -6.47 1.62 -1.03
H -6.48 1.99 1.42
H -4.42 1.58 2.73
H -2.37 0.78 1.58
H -2.49 2.60 -2.49
H -2.02 2.98 -4.88
H -1.11 1.14 -6.27
H -0.66 -1.06 -5.24
H -1.05 -1.39 -2.80

Values from the calculation:
**⟨S²⟩**: 3.766
**2S+1**: 4
**LUMO (alpha / beta)**: 2.4 / 2.4 eV
**Total charge**: -1
**Frontier orbital gap (alpha / beta)**: 5.5 / 5.7 eV



Entry 2:
C30H43BeBrCl7F5LiN3O9S | ωB97M-V/def2-TZVPD

CARTESIAN COORDINATES (ANGSTROEM)
N 3.73 -0.32 1.51
C 2.53 -0.15 1.64
C 0.91 -0.01 1.54
C 0.66 1.38 0.71
C -0.39 2.36 1.45
C -0.11 3.94 1.13
Br -0.88 4.24 -0.71
C 0.35 -1.32 0.76
C 1.45 -2.48 0.95
N 2.36 -3.26 1.09
C -1.04 -1.89 1.41
C -2.03 -0.62 1.51
C -3.59 -0.98 1.38
C -4.18 -2.10 0.47
C -5.75 -2.27 0.44
C -6.72 -1.36 1.27
C -6.12 -0.24 2.21
C -4.58 -0.09 2.23
H 0.55 0.07 2.62
H 0.16 1.07 -0.28
H 1.68 1.89 0.50
H -1.45 2.17 1.02
H -0.39 2.14 2.58
H 0.99 4.22 1.20
H -0.78 4.54 1.85
H 0.17 -1.16 -0.36
H -1.48 -2.77 0.80
H -0.77 -2.32 2.45
H -1.78 0.08 0.64
H -1.87 -0.15 2.54
H -3.48 -2.74 -0.17
H -6.26 -3.06 -0.24
H -7.86 -1.43 1.25
H -6.76 0.46 2.85
H -4.12 0.74 2.89
Be -2.05 -4.29 1.50
C 2.80 -2.70 -2.70
Cl 1.58 -1.46 -2.37
Cl 2.28 -3.74 -4.03
Cl 4.36 -1.95 -3.07
H 2.92 -3.31 -1.81
C 1.76 -3.55 -7.85
F 1.12 -4.47 -7.09
F 2.85 -3.16 -7.14
F 2.23 -4.22 -8.92
S 0.67 -2.11 -8.31
O 0.26 -1.52 -7.04
O -0.45 -2.70 -9.06
O 1.50 -1.23 -9.11
C -7.80 -1.39 -4.47
C -7.04 -2.49 -3.79
O -6.96 -2.04 -2.45
C -8.07 -1.28 -2.26
O -8.48 -0.96 -1.18
O -8.66 -0.93 -3.44
F -5.79 -2.60 -4.28
H -7.15 -0.57 -4.79
H -8.37 -1.75 -5.32
H -7.54 -3.47 -3.82
F 1.23 -3.80 -11.09
Li 4.11 0.55 -0.36
C 5.26 -5.06 5.00
C 4.62 -3.76 5.54
C 4.18 -2.89 4.34
O 5.55 -3.10 6.21
H 6.14 -4.86 4.37
H 5.57 -5.72 5.81
H 4.54 -5.61 4.39
H 3.69 -4.08 6.04
H 5.02 -2.62 3.70
H 3.70 -1.96 4.68
H 3.45 -3.43 3.73
C 0.71 6.44 4.66
C 1.62 5.24 4.61
O 1.24 4.12 4.96
N 2.89 5.41 4.16
C 3.52 6.63 3.70
H -0.27 6.14 5.03
H 1.12 7.19 5.33
H 0.58 6.85 3.65
H 3.43 4.56 4.16
H 3.86 6.47 2.68
H 4.39 6.82 4.34
H 2.85 7.48 3.75
C -12.15 -2.65 -3.30
Cl -13.48 -3.71 -2.78
Cl -10.73 -3.63 -3.72
Cl -12.67 -1.72 -4.73
Cl -11.74 -1.53 -1.99
C 8.53 3.23 -0.90
C 7.08 3.65 -1.05
C 6.77 4.89 -0.22
O 6.22 2.58 -0.64
H 8.75 2.98 0.14
H 8.73 2.34 -1.49
H 9.21 4.03 -1.22
H 6.86 3.86 -2.10
H 6.93 4.70 0.84
H 5.72 5.18 -0.33
H 7.39 5.73 -0.52
H 6.41 2.39 0.29

Values from the calculation:
**LUMO**: -5.8 eV
**Total charge**: 0
**Frontier orbital gap**: 0.9 eV



Which value of total charge does entry 2 give? 0



Which of these has the lowest total charge? C30H43AsNO5S5V